(1)
Entry from the OMol25 dataset: a structure of composition C37H43BGeI2N6O2Rb (wB97M-V/def2-TZVPD).

Results
- HOMO-LUMO gap: 7.68 eV
- LUMO level: 1.90 eV
- E_tot: -4636.206159 hartree
- Charge: -1

The geometry in XYZ format:
```
93
Properties=species:S:1:pos:R:3:mulliken_charge:R:1
Rb -0.1432 1.3792 -1.1105 0.582
C 2.4494 -2.0554 2.8919 -1.084
C 2.9709 -0.6881 2.5852 0.540
C 4.0667 -0.0140 3.1644 -1.113
C 4.0973 1.2126 2.5382 0.708
C 5.0411 2.3505 2.7564 -1.275
N 3.0802 1.2335 1.6450 0.891
N 2.3893 0.0673 1.6708 -0.487
B 2.6832 2.3912 0.7366 -1.468
N 1.3079 3.0116 1.2032 1.970
N 0.2565 2.2335 1.6021 -0.675
C -0.5839 3.0213 2.2510 0.188
C -1.8494 2.4732 2.8306 -0.566
C -0.0920 4.3391 2.2939 -1.095
C 1.1153 4.2879 1.6315 0.708
C 2.0704 5.4183 1.4189 -1.505
N 2.7789 1.9874 -0.7825 1.849
N 2.4764 0.7410 -1.2402 -1.019
C 2.7284 0.7304 -2.5378 0.613
C 2.4490 -0.4965 -3.3457 -1.132
C 3.2155 1.9824 -2.9554 -1.334
C 3.2365 2.7504 -1.8093 0.826
C 3.6678 4.1744 -1.6713 -1.301
H 3.2001 -2.6559 3.4076 0.349
H 2.1639 -2.5674 1.9719 0.205
H 1.5624 -2.0093 3.5278 0.091
H 4.7403 -0.3655 3.9309 0.404
H 5.7622 2.0773 3.5267 0.341
H 4.5190 3.2519 3.0850 0.197
H 5.5906 2.6040 1.8480 0.225
H 3.4778 3.2803 0.8676 -0.364
H -1.9420 1.4182 2.5766 -0.207
H -2.7344 2.9945 2.4557 0.119
H -1.8587 2.5657 3.9191 0.441
H -0.5460 5.2069 2.7460 0.490
H 1.6939 6.3035 1.9311 0.394
H 2.1865 5.6654 0.3634 0.144
H 3.0621 5.1886 1.8093 0.276
H 2.1607 -1.3083 -2.6776 0.149
H 3.3284 -0.8143 -3.9092 0.344
H 1.6347 -0.3283 -4.0537 0.253
H 3.5144 2.2912 -3.9441 0.443
H 4.2347 4.4696 -2.5537 0.402
H 4.2883 4.3256 -0.7894 0.268
H 2.8100 4.8448 -1.5908 0.138
I -1.6026 -1.5679 2.3754 0.101
C -1.8917 -2.6229 0.5573 -0.529
I -0.2230 -2.5784 -0.7475 0.098
H -2.7269 -2.1612 0.0456 -0.092
H -2.1067 -3.6546 0.7999 0.556
O -3.3228 2.0283 -2.7838 -0.574
C -2.6680 0.9594 -2.7480 0.099
O -1.5292 0.7474 -3.2239 -0.846
C -3.3207 -0.1638 -1.9223 -0.305
C -3.7118 0.3373 -0.5339 -0.386
Ge -4.8429 1.9463 -0.4814 2.492
C -4.1201 3.7446 -0.7174 0.522
C -2.8650 4.1113 -0.2424 -0.320
C -2.4001 5.4141 -0.3611 -0.582
C -3.1920 6.3820 -0.9658 -0.689
C -4.4464 6.0330 -1.4461 -0.647
C -4.9038 4.7263 -1.3191 -0.714
C -6.4662 1.6955 -1.5563 -0.448
C -7.6612 1.3333 -0.9343 -0.511
C -8.8224 1.1268 -1.6706 -0.648
C -8.8051 1.2875 -3.0485 -0.458
C -7.6233 1.6520 -3.6818 -0.717
C -6.4632 1.8524 -2.9447 -0.146
C -5.4616 2.0075 1.4090 0.021
C -5.2459 0.9743 2.3210 -0.294
C -5.6518 1.0778 3.6471 -0.609
C -6.2922 2.2256 4.0906 -0.459
C -6.5157 3.2688 3.2009 -0.703
C -6.0983 3.1583 1.8813 -0.376
H -2.6361 -1.0121 -1.8685 -0.058
H -4.2136 -0.5040 -2.4573 0.371
H -2.8330 0.4825 0.1096 0.017
H -4.3134 -0.4208 -0.0193 0.425
H -2.2168 3.3850 0.2354 0.326
H -1.4178 5.6611 0.0228 0.460
H -2.8318 7.3992 -1.0644 0.370
H -5.0732 6.7763 -1.9252 0.384
H -5.8839 4.4723 -1.7110 0.369
H -7.6941 1.2133 0.1441 0.311
H -9.7385 0.8432 -1.1651 0.402
H -9.7076 1.1294 -3.6272 0.359
H -7.6010 1.7783 -4.7580 0.400
H -5.5370 2.1213 -3.4391 0.478
H -4.7333 0.0702 2.0116 0.146
H -5.4589 0.2621 4.3344 0.390
H -6.6068 2.3117 5.1238 0.360
H -7.0069 4.1751 3.5356 0.372
H -6.2627 3.9951 1.2087 0.360
```

***

(2)
Entry from the OMol25 dataset: a cluster of 5 separate species, C37H43BIN7O10S in total (wB97M-V/def2-TZVPD).

Results
- HOMO-LUMO gap: 8.03 eV
- LUMO level: -0.73 eV
- E_tot: -3291.693943 hartree
- Charge: 0
- SMILES: CN(C)C(=O)CB(I)CCCCCCCSc1nnco1.O=[N+]([O-])c1ccccc1.O=[N+]([O-])c1ccccc1.O=[N+]([O-])c1ccccc1.O=[N+]([O-])c1ccccc1

The geometry in XYZ format:
```
100
Properties=species:S:1:pos:R:3:mulliken_charge:R:1
C 4.1238 -3.7929 -4.9525 -0.904
N 3.2085 -3.1526 -3.9876 0.125
C 3.8128 -2.9676 -2.6550 -0.837
C 2.5978 -1.9433 -4.5037 -0.016
O 1.3901 -1.9408 -4.6319 -0.475
C 3.3602 -0.6302 -4.8822 -0.270
B 2.4868 0.6177 -4.3320 0.115
I 2.4803 0.9416 -2.1729 -0.057
C 1.6220 1.5862 -5.2740 -0.767
C 0.0645 1.1536 -5.2284 0.270
C -0.7548 2.3092 -4.5479 -0.611
C -2.2879 2.0160 -4.3642 -1.015
C -2.6253 0.6385 -3.6692 -0.050
C -3.9389 -0.0197 -4.3101 -0.575
C -3.8754 -1.5475 -3.9606 -0.702
S -5.1381 -2.5716 -4.8557 -0.204
C -4.2463 -4.1322 -5.1230 0.478
N -3.8843 -4.7636 -6.2481 -0.335
N -3.2091 -5.8596 -5.7690 -0.320
C -3.1760 -5.8545 -4.4311 0.032
O -3.8597 -4.7340 -3.9549 -0.213
H 3.8410 -3.6164 -6.0250 0.325
H 4.0160 -4.9078 -4.8021 0.323
H 5.2100 -3.5556 -4.7523 0.307
H 4.1017 -3.9900 -2.2833 0.335
H 2.9897 -2.6196 -1.9687 0.250
H 4.7048 -2.2865 -2.6372 0.314
H 4.4216 -0.6145 -4.4997 0.264
H 3.3532 -0.5273 -6.0066 0.207
H 1.6708 2.6616 -4.9338 0.337
H 1.9479 1.5669 -6.3452 0.267
H -0.2966 0.8969 -6.2634 0.260
H 0.0308 0.2238 -4.6082 -0.248
H -0.6718 3.2086 -5.2255 0.297
H -0.2509 2.5787 -3.5852 0.271
H -2.6894 2.8248 -3.6836 0.184
H -2.8878 2.0806 -5.3103 0.470
H -1.8249 -0.1392 -3.7577 0.220
H -2.8256 0.7790 -2.5777 0.231
H -3.9346 0.1651 -5.4210 0.572
H -4.8358 0.4309 -3.8253 0.105
H -3.9138 -1.7761 -2.8674 0.388
H -2.8727 -1.9160 -4.3267 0.348
H -2.6713 -6.6009 -3.7865 0.364
C -0.5219 -2.3279 2.3827 -0.562
C -0.7582 -1.2526 1.5353 -0.605
C 0.0908 -0.1525 1.5534 -0.561
C 1.1775 -0.1430 2.4227 0.054
C 1.4150 -1.2139 3.2787 -0.321
C 0.5591 -2.3081 3.2559 -0.415
N 2.0902 1.0030 2.4266 1.148
O 1.8397 1.9274 1.6769 -0.604
O 3.0512 0.9633 3.1776 -0.623
H -1.1827 -3.1872 2.3617 0.402
H -1.6029 -1.2738 0.8575 0.567
H -0.1019 0.6795 0.8882 0.575
H 2.2557 -1.2141 3.9609 0.521
H 0.7370 -3.1487 3.9158 0.416
C 6.9070 3.2790 5.1458 -0.454
C 6.0052 2.3146 4.7136 -0.348
C 6.4683 1.1172 4.1858 -0.415
C 7.8360 0.8961 4.1004 0.060
C 8.7450 1.8569 4.5227 -0.418
C 8.2749 3.0528 5.0467 -0.380
N 8.3290 -0.3782 3.5665 1.017
O 7.5049 -1.1915 3.1879 -0.606
O 9.5343 -0.5521 3.5359 -0.605
H 6.5424 4.2112 5.5627 0.369
H 4.9398 2.4948 4.7907 0.408
H 5.7564 0.3731 3.8525 0.573
H 9.8118 1.6887 4.4525 0.429
H 8.9749 3.8085 5.3820 0.369
C -7.5334 4.6730 -0.1065 -0.396
C -8.4129 3.6845 -0.5311 -0.472
C -7.9229 2.5007 -1.0637 -0.360
C -6.5504 2.3171 -1.1616 0.093
C -5.6639 3.3017 -0.7470 -0.178
C -6.1612 4.4841 -0.2181 -0.572
N -6.0286 1.0580 -1.7004 0.934
O -6.8316 0.2227 -2.0731 -0.588
O -4.8173 0.9156 -1.7434 -0.517
H -7.9192 5.5947 0.3142 0.375
H -9.4819 3.8362 -0.4438 0.370
H -8.6158 1.7365 -1.3916 0.450
H -4.5934 3.1625 -0.8269 0.441
H -5.4791 5.2583 0.1114 0.372
C -0.0450 -0.5352 9.4458 -0.390
C 0.6616 -0.5745 8.2499 -0.533
C -0.0050 -0.4127 7.0436 -0.037
C -1.3780 -0.2080 7.0483 -0.096
C -2.0936 -0.1745 8.2370 -0.427
C -1.4208 -0.3398 9.4396 -0.438
N -2.0809 -0.0119 5.7762 0.989
O -1.4226 -0.0667 4.7532 -0.555
O -3.2798 0.1980 5.8161 -0.612
H 0.4791 -0.6564 10.3871 0.373
H 1.7339 -0.7284 8.2587 0.396
H 0.5540 -0.4447 6.1168 0.515
H -3.1648 -0.0198 8.2424 0.443
H -1.9684 -0.3127 10.3738 0.375
```

***

Q: The lowest HOMO-LUMO gap belongs to which entry?
A: C37H43BGeI2N6O2Rb